Record 1
Entry from the Open Molecules 2025 dataset: a molecular structure, C26H21N4O5STi (ωB97M-V with the def2-TZVPD basis set).

Summary:
HOMO (alpha / beta) = -2.2 / -4.7 eV
Total charge = -1
Multiplicity = 3
Gap between HOMO and LUMO (alpha / beta) = 4.9 / 7.4 eV
Electronic energy = -77456.2328 eV

Last column: natural (NBO) charge in e.
Atoms and positions in Å:
H 2.368 4.171 3.478  0.219
O 3.341 4.364 0.437  -0.707
O -1.632 0.095 0.199  -0.807
C 3.792 2.029 0.828  -0.139
O -0.859 0.564 3.215  -0.963
C 1.449 1.044 4.332  -0.262
C 4.748 1.055 1.105  -0.168
H 2.432 3.946 0.404  0.510
C 4.209 3.364 0.674  0.340
C 3.676 1.494 5.074  -0.230
C 5.564 3.679 0.772  -0.298
H 5.358 3.594 3.609  0.241
C 3.611 2.778 4.532  0.014
C 2.365 1.643 0.751  0.542
H -2.745 4.451 -0.469  0.193
C -0.906 -3.143 0.857  0.074
H 5.494 3.416 5.362  0.205
C 2.432 3.185 3.922  -0.213
C -2.081 2.447 -0.102  -0.203
H -0.468 3.903 -0.044  0.175
H 4.397 0.041 1.242  0.234
N 0.203 2.068 0.647  -0.408
O 2.031 0.405 0.875  -0.753
C -0.636 -4.484 2.806  -0.155
N 0.898 -1.143 3.139  -0.976
H -5.704 1.430 -1.128  0.194
C -1.110 -4.345 1.500  -0.294
H -1.636 -5.149 1.004  0.214
H 4.521 4.725 4.669  0.212
H 0.446 2.631 3.303  0.254
H 6.818 0.599 1.429  0.202
C 6.092 1.372 1.212  -0.279
C 1.346 2.326 3.819  -0.196
C -0.748 2.879 0.189  -0.002
C 0.025 -3.435 3.409  -0.261
N 1.483 2.595 0.596  -0.468
H -1.278 -2.953 -0.142  0.207
H 4.591 1.166 5.554  0.204
H -4.036 -0.301 -0.512  0.203
H 5.857 4.713 0.640  0.213
H -5.039 3.836 -1.104  0.195
C 2.606 0.625 4.975  -0.181
O -0.357 -0.615 5.321  -0.949
H 7.546 2.954 1.113  0.200
C -2.465 1.073 -0.117  0.425
C -3.773 0.750 -0.503  -0.301
N -0.258 -2.129 1.432  -0.508
C 4.813 3.680 4.552  -0.637
C -3.042 3.407 -0.473  -0.178
H 2.673 -0.384 5.361  0.225
H -0.791 -5.410 3.345  0.209
C 6.497 2.691 1.037  -0.203
C -4.328 3.065 -0.833  -0.277
H 0.399 -3.491 4.422  0.230
C 0.205 -2.255 2.682  0.386
Ti 0.022 0.140 1.250  1.426
S 0.151 -0.122 4.066  2.296
C -4.697 1.719 -0.849  -0.229

Record 2
Entry from the Open Molecules 2025 dataset: a molecular structure, C26H21N5O3PbS (ωB97M-V with the def2-TZVPD basis set).

Summary:
HOMO = -18.5 eV
Total charge = +4
Gap between HOMO and LUMO = 4.9 eV
Electronic energy = -56932.2694 eV

Last column: natural (NBO) charge in e.
Atoms and positions in Å:
H 3.172 2.221 4.680  0.283
C 2.669 2.364 2.584  -0.125
H -2.653 -6.801 2.434  0.255
C 2.081 1.724 1.503  0.079
C -2.178 -3.579 3.306  -0.253
H -1.701 -4.711 1.522  0.225
N 1.843 2.309 -0.922  0.063
C 1.406 4.444 -5.857  -0.138
H -2.662 -2.692 5.222  0.241
C -3.108 -2.040 0.423  0.023
H -3.010 -3.116 0.361  0.273
H 2.485 4.706 -7.715  0.278
C -2.681 -3.583 4.607  -0.201
C -2.656 -5.898 3.030  -0.175
H -3.599 -4.805 6.106  0.260
C -3.415 -0.175 1.974  -0.060
S -1.610 -2.031 2.746  1.286
C -3.871 -1.290 -0.578  0.096
N 1.501 0.495 1.602  -0.519
O -0.517 -2.352 1.659  -1.100
O -1.485 -0.294 -0.392  -0.588
C 2.705 1.737 3.832  -0.107
C -4.294 0.490 1.016  -0.129
H 2.148 -0.064 4.862  0.278
Pb 0.483 -1.302 0.015  1.587
C 2.385 2.917 -4.291  -0.030
H -3.539 -6.852 4.736  0.260
C 2.146 0.488 3.931  -0.164
H 4.285 3.114 -7.169  0.273
C 1.556 -0.083 2.797  0.071
H 5.197 0.444 -3.470  0.260
N 3.462 1.373 -2.757  -0.445
N 4.400 1.770 -4.841  -0.414
H 0.629 5.137 -6.151  0.276
N 1.535 2.573 -2.052  0.065
C 1.354 3.834 -4.641  -0.171
H -4.799 1.396 1.320  0.270
C -2.880 -1.375 1.703  -0.301
C 3.480 3.305 -6.470  -0.225
H 3.112 3.344 2.465  0.258
H -3.201 0.320 2.914  0.257
O -2.288 -1.413 -0.741  -0.147
H 2.683 3.479 0.370  0.298
C 2.526 2.232 -3.085  0.339
C -2.150 -4.724 2.506  -0.231
C -3.174 -5.920 4.325  -0.118
H 0.545 4.033 -3.953  0.257
C -4.476 -0.015 -0.211  -0.198
C 2.472 4.187 -6.764  -0.042
C 2.182 2.513 0.277  0.135
H -5.142 0.446 -0.927  0.275
C 3.439 2.665 -5.230  0.221
H -4.268 -1.819 -1.435  0.276
C 4.397 1.147 -3.666  0.340
C -3.197 -4.772 5.103  -0.177
H 5.162 1.564 -5.486  0.475
H 1.111 -1.068 2.873  0.225

Record 3
Entry from the Open Molecules 2025 dataset: a molecular structure, C26H21N7O3PtS2 in a non-equilibrium geometry (ωB97M-V with the def2-TZVPD basis set).

Summary:
HOMO = -7.2 eV
Total charge = 0
Gap between HOMO and LUMO = 7.6 eV
Electronic energy = -68794.2440 eV

Last column: natural (NBO) charge in e.
Atoms and positions in Å:
O 3.597 0.651 0.656  -0.937
H 1.132 5.905 -0.513  0.209
C 2.600 2.873 -0.228  -0.338
C -1.571 0.598 1.991  0.190
H -0.085 -0.917 2.323  0.250
C 1.928 -0.081 -1.730  0.572
C 3.347 -0.623 -3.376  0.113
C 1.858 5.113 -0.651  -0.282
O 1.463 1.475 1.627  -0.960
C -2.760 -2.314 -0.916  0.373
C -3.151 -4.478 0.121  -0.161
C -4.360 -4.629 -0.522  -0.280
H 0.984 -4.313 2.984  0.219
H -4.958 -5.516 -0.369  0.210
C -2.334 -3.351 -0.046  -0.220
C -3.993 -2.504 -1.578  -0.234
Pt -0.408 -0.377 -0.663  0.985
C -2.007 0.570 4.717  -0.200
H 4.108 6.795 -2.341  0.381
H -1.428 -4.668 2.258  0.419
H 4.448 2.291 -1.126  0.250
H -0.482 -0.948 4.765  0.219
C -2.355 1.591 0.157  -0.074
H -3.491 2.088 4.388  0.223
N 0.953 -0.892 -2.218  -0.511
S 2.328 1.298 0.495  2.344
C 0.991 -2.926 1.239  -0.105
C 1.212 -1.628 -3.285  0.122
S -3.316 2.366 1.342  0.438
H -2.465 1.805 -0.894  0.252
C 2.440 -1.529 -3.914  -0.360
C 3.927 4.322 -1.599  -0.281
H 2.676 -2.115 -4.788  0.231
H 4.810 4.498 -2.202  0.210
O -2.174 -1.162 -1.178  -0.747
N 3.167 6.568 -2.068  -0.794
N 1.428 0.500 -0.609  -0.907
H 2.670 7.349 -1.673  0.380
N -1.496 0.729 0.601  -0.441
C -4.774 -3.619 -1.388  -0.201
C -2.752 1.435 3.945  -0.217
C -1.055 -3.326 0.670  0.373
H -2.805 -5.282 0.761  0.189
H -4.307 -1.714 -2.249  0.209
C -0.828 -0.278 2.778  -0.205
C 0.528 -3.836 2.135  -0.103
C 2.994 5.348 -1.432  0.191
H 0.420 -2.279 -3.634  0.218
H -2.159 0.548 5.788  0.218
N -0.002 -2.618 0.336  -0.543
C 1.663 3.883 -0.053  -0.161
C -1.056 -0.282 4.135  -0.194
H -5.713 -3.711 -1.921  0.208
H 0.794 3.701 0.566  0.233
N -0.777 -4.084 1.767  -0.526
H 4.314 -0.475 -3.846  0.198
N 3.115 0.111 -2.293  -0.479
H 1.961 -2.458 1.188  0.225
C -2.525 1.433 2.569  -0.238
C 3.732 3.091 -1.001  -0.154

Record 4
Entry from the Open Molecules 2025 dataset: a molecular structure, C26H22BaN6O3PS in a non-equilibrium geometry (ωB97M-V with the def2-TZVPD basis set).

Summary:
HOMO = -10.9 eV
Total charge = +1
Gap between HOMO and LUMO = 7.9 eV
Electronic energy = -63219.6216 eV

Last column: natural (NBO) charge in e.
Atoms and positions in Å:
H -2.327 -1.960 0.514  0.397
H -1.949 2.452 5.334  0.254
C 0.688 6.134 -0.209  -0.203
N -1.453 -4.155 -1.668  -0.562
H -1.322 -6.144 -3.129  0.419
H 0.436 5.116 -3.426  0.223
H 0.310 -5.893 -3.693  0.417
H 3.341 0.853 -0.606  0.202
H -3.209 4.576 5.554  0.231
H 5.300 0.129 -1.940  0.240
H -0.931 3.376 -2.366  0.215
P -1.632 2.785 0.351  0.725
H -5.361 4.772 -2.301  0.224
C -0.477 4.147 -1.752  -0.212
N -0.471 -5.611 -3.128  -0.742
C 0.823 -2.732 -1.714  0.462
C 3.312 -0.077 -1.162  0.040
N -2.378 -2.629 -0.240  -0.780
H -3.043 5.091 1.316  0.224
C 0.875 6.127 -1.582  -0.200
C -1.308 -3.042 -0.966  0.610
C -1.782 2.600 3.213  -0.366
C -2.896 4.232 4.578  -0.183
C -2.072 3.331 2.052  -0.224
H -3.752 0.915 0.330  0.211
C 4.328 -1.680 -2.595  -0.143
H -0.230 5.173 1.470  0.217
H 3.055 -3.364 -3.047  0.257
N 0.781 -3.819 -2.452  -0.548
C -2.789 4.515 2.198  -0.209
H 5.164 -2.033 -3.183  0.237
O -1.661 0.164 2.300  -1.109
C 3.162 -2.426 -2.524  -0.191
H 1.473 6.896 -2.053  0.225
H -3.133 -3.292 -0.182  0.422
C -3.263 2.858 -0.454  -0.260
C -5.008 3.924 -1.729  -0.201
H -3.746 5.895 3.526  0.229
C -4.097 1.756 -0.263  -0.239
N 2.190 -0.787 -1.098  -0.524
C -0.691 4.163 -0.372  -0.379
N -0.187 -2.297 -0.956  -0.700
C -3.728 3.944 -1.191  -0.230
C 0.292 5.129 -2.354  -0.205
H -6.830 2.817 -1.948  0.225
C 4.409 -0.482 -1.908  -0.223
O 0.399 1.415 2.477  -1.093
H -6.020 0.886 -0.631  0.221
H -3.093 4.806 -1.351  0.224
H 1.145 6.904 0.397  0.223
C 2.105 -1.941 -1.767  0.137
C -2.191 3.043 4.461  -0.174
C -3.194 4.969 3.446  -0.189
C -0.091 5.156 0.397  -0.152
O -0.695 0.592 4.527  -0.914
C -5.833 2.827 -1.530  -0.194
S -0.865 1.069 3.197  2.384
C -0.387 -4.501 -2.396  0.607
Ba 0.035 -0.017 0.588  1.840
C -5.378 1.742 -0.793  -0.191